Entry A
# C4H5P

One molecule with the formula C4H5P (the ωB97M-V functional and the def2-TZVPD basis, OMol25).

Structure (XYZ):
```
10
C4H5P | OMol25 | the ωB97M-V functional and the def2-TZVPD basis
C 0.2945 -1.0770 0.0588
C 0.9181 0.1444 0.1707
C -1.1197 -1.1531 0.0051
C 0.0652 1.4169 0.0486
P -1.7392 0.4579 0.0762
H 0.8822 -1.9304 0.0022
H 2.0513 0.1179 0.2613
H -1.7903 -2.0049 -0.1439
H 0.3273 2.4324 0.5358
H 0.1105 1.5959 -1.0147
```

Properties
**Frontier orbital gap**: 8.16 eV



Entry B
# C4H5P

A 2-piece molecular cluster, C4H5P overall (the ωB97M-V functional and the def2-TZVPD basis, OMol25).

Structure (XYZ):
```
10
C4H5P | OMol25 | the ωB97M-V functional and the def2-TZVPD basis
C -1.8880 0.5212 -0.8630
C -0.7064 0.7534 -0.3950
C 2.4820 -0.3306 0.1025
C -1.4669 -0.1404 0.4986
P 2.3982 1.2917 -0.2452
H -2.6550 0.5963 -1.4570
H 3.3768 -0.7141 0.6723
H 1.6972 -1.0960 -0.1211
H -1.9702 0.2945 1.3221
H -1.2678 -1.1761 0.4858
```

Properties
**Frontier orbital gap (alpha / beta)**: 6.94 / 8.43 eV



Most stable = entry A



Entry A
# C2H3N3O2S

One molecule with the formula C2H3N3O2S (the ωB97M-V functional and the def2-TZVPD basis, OMol25).

Structure (XYZ):
```
11
C2H3N3O2S | OMol25 | the ωB97M-V functional and the def2-TZVPD basis
C 0.2736 -0.4083 -0.5569
C 0.6216 1.7667 1.1872
H -1.1106 -2.8795 -1.5952
H 0.9372 -1.8397 -1.8913
H 1.2350 2.3783 1.9470
N 0.1428 -1.4670 -1.3542
N 1.3215 0.3758 -0.5066
N -0.3460 1.1300 1.6368
O -0.5315 -2.5892 -0.8113
O 0.9947 1.7719 -0.1678
S -1.1229 0.0286 0.4474
```

Properties
**Frontier orbital gap**: 9.57 eV



Entry B
# C2H3N3O2S

A 2-piece molecular cluster, C2H3N3O2S overall (the ωB97M-V functional and the def2-TZVPD basis, OMol25).

Structure (XYZ):
```
11
C2H3N3O2S | OMol25 | the ωB97M-V functional and the def2-TZVPD basis
C 1.1127 -0.5356 -0.2340
C -0.6852 0.7281 -0.1576
H 3.1681 -0.2482 1.1733
H -3.0861 0.0336 0.5560
H 1.2323 1.6268 -0.1996
N 0.0405 -1.4141 -0.3511
N -0.9696 -0.5568 -0.5203
N 0.6933 0.7518 -0.3480
O 2.4457 -1.0069 0.0788
O -1.3926 1.7294 -0.0057
S -2.5591 -1.1082 0.0083
```

Properties
**Frontier orbital gap**: 6.68 eV



Most stable = entry B



Entry A
# C4H12N4O

C4H12N4O as an isolated structure (the ωB97M-V functional and the def2-TZVPD basis, OMol25).

Structure (XYZ):
```
21
C4H12N4O | OMol25 | the ωB97M-V functional and the def2-TZVPD basis
C -1.3900 0.3428 0.2352
C -1.6308 0.7433 -1.2235
C 3.1051 -0.1721 -0.5103
N 0.0491 0.1509 0.4720
N 2.1050 -0.4606 0.5252
C 0.7263 -0.8732 -0.0252
N -2.1776 -0.8609 0.5169
N -1.7718 1.4428 1.1080
O 0.5061 -1.8780 -0.6656
H 1.2349 0.4909 0.9096
H 2.4426 -1.1689 1.1735
H -1.8883 -1.6196 -0.0942
H -2.0045 -1.1650 1.4704
H -1.5027 1.2330 2.0637
H -2.7803 1.5466 1.0842
H -1.0670 1.6471 -1.4476
H -1.3106 -0.0577 -1.8907
H -2.6927 0.9296 -1.3853
H 2.7421 0.6605 -1.1130
H 4.0502 0.1079 -0.0461
H 3.2548 -1.0393 -1.1571
```

Properties
**Frontier orbital gap**: 9.92 eV



Entry B
# C4H12N4O

A 2-piece molecular cluster, C4H12N4O overall (the ωB97M-V functional and the def2-TZVPD basis, OMol25).

Structure (XYZ):
```
21
C4H12N4O | OMol25 | the ωB97M-V functional and the def2-TZVPD basis
C 1.1118 -0.1752 0.2831
C 0.0224 0.7643 -0.1575
C -2.7496 -0.2465 -0.8870
C -1.1984 0.5796 0.7416
N 2.1142 0.3503 1.0333
N 1.0962 -1.4653 0.0796
N -0.9855 1.0488 2.0209
O 2.5874 -0.7384 -1.8150
N -2.3507 0.1608 0.4303
H 3.1502 -1.1142 -2.4983
H 2.8668 -0.2906 1.2405
H 2.4049 1.2900 0.8135
H 0.2122 -1.7916 -0.2957
H 2.0208 -1.4243 -1.0617
H -1.7183 0.8193 2.6748
H -0.0448 0.9812 2.3782
H -0.2155 0.5439 -1.1956
H 0.3559 1.8003 -0.0880
H -3.1730 -1.2507 -0.8200
H -1.9583 -0.2566 -1.6468
H -3.5487 0.4148 -1.2302
```

Properties
**Frontier orbital gap**: 9.93 eV



Most stable = entry B



Entry A
# C2H3IOS

A 2-piece molecular cluster, C2H3IOS overall (the ωB97M-V functional and the def2-TZVPD basis, OMol25).

Structure (XYZ):
```
8
C2H3IOS | OMol25 | the ωB97M-V functional and the def2-TZVPD basis
C -1.9184 0.8360 -0.0314
C -1.4549 0.6374 -1.2358
O -0.8735 1.5694 -2.0379
S -2.7136 1.0986 1.3122
I 1.4152 -1.9196 1.8168
H 0.0902 -1.5786 2.7295
H -1.4139 -0.2993 -1.7130
H -0.9343 2.3856 -1.5340
```

Properties
**Frontier orbital gap**: 7.45 eV



Entry B
# C2H3IOS

A 2-piece molecular cluster, C2H3IOS overall (the ωB97M-V functional and the def2-TZVPD basis, OMol25).

Structure (XYZ):
```
8
C2H3IOS | OMol25 | the ωB97M-V functional and the def2-TZVPD basis
C -0.7580 -1.1820 -0.2748
C -1.5021 -0.1140 -0.4469
O -2.4180 0.4830 0.3795
S 0.2830 -2.3338 0.0095
I 3.9248 0.7072 -0.0712
H 4.2679 2.0289 0.6741
H -1.2602 0.5122 -1.3493
H -2.5374 -0.1014 1.0793
```

Properties
**Frontier orbital gap**: 7.50 eV



Most stable = entry A



Entry A
# C3H10NO3

A 2-piece molecular cluster, C3H10NO3 overall (the ωB97M-V functional and the def2-TZVPD basis, OMol25).

Structure (XYZ):
```
17
C3H10NO3 | OMol25 | the ωB97M-V functional and the def2-TZVPD basis
N 1.2911 1.5441 1.1565
C 0.9081 0.2306 0.6666
C 0.1198 0.0550 -0.6426
O -1.1408 -0.5225 -0.5440
C -0.0298 -0.4744 1.7697
O -0.1463 -1.7667 1.2097
H 2.0926 1.9628 0.7196
H 0.5627 2.2295 1.2204
H 1.8167 -0.4950 0.5553
H 0.0488 0.9193 -1.3570
H 0.6928 -0.5235 -1.3697
H -0.8470 -1.3452 0.1424
H 0.3912 -0.4625 2.7826
H -0.9616 -0.0577 1.5301
H -1.7470 -0.9437 -2.0347
H -1.2438 0.2085 -2.8495
O -1.8078 -0.5588 -2.9553
```

Properties
**Frontier orbital gap**: 7.45 eV
**Charge**: -1



Entry B
# C3H10NO3

A 2-piece molecular cluster, C3H10NO3 overall (the ωB97M-V functional and the def2-TZVPD basis, OMol25).

Structure (XYZ):
```
17
C3H10NO3 | OMol25 | the ωB97M-V functional and the def2-TZVPD basis
C -0.5246 1.4756 -0.0247
O -1.0707 1.9927 -1.0976
C 0.1301 -0.0080 -0.2818
C 0.8513 0.0797 -1.6044
O 1.4193 -1.2165 -1.9959
N 0.6648 -0.6277 0.8794
H -1.3540 1.2176 0.7171
H 0.1868 2.0291 0.4870
H -0.8054 -0.7396 -0.4822
H -0.0031 0.1797 -2.4375
H 1.6588 0.8091 -1.7421
H 0.8070 -1.8249 -1.7653
H 0.8078 -1.6988 0.7669
H 1.4206 -0.1147 1.2822
H -1.1396 0.1215 1.9833
H -1.4767 -1.2721 2.6370
O -1.5724 -0.4026 2.6786
```

Properties
**Frontier orbital gap**: 6.23 eV
**Charge**: -1



Most stable = entry A



Entry A
# C2H4ClN

One molecule with the formula C2H4ClN (the ωB97M-V functional and the def2-TZVPD basis, OMol25).

Structure (XYZ):
```
8
C2H4ClN | OMol25 | the ωB97M-V functional and the def2-TZVPD basis
C -0.4332 0.2904 0.0127
C 1.0363 0.3357 -0.0368
N 0.4037 -0.8936 0.0129
Cl 1.7908 1.2037 1.5368
H -0.8997 0.6045 0.9397
H -1.0239 0.4622 -0.8764
H 1.6484 0.6187 -0.8762
H 0.4477 -1.4671 0.8428
```

Properties
**Frontier orbital gap**: 11.20 eV



Entry B
# C2H4ClN

One molecule with the formula C2H4ClN (the ωB97M-V functional and the def2-TZVPD basis, OMol25).

Structure (XYZ):
```
8
C2H4ClN | OMol25 | the ωB97M-V functional and the def2-TZVPD basis
C 1.0860 -0.4642 -0.0502
C -1.1075 0.3839 0.0375
N 0.3193 0.4811 0.0016
Cl 3.0854 -0.0336 -0.0479
H 1.0384 -1.5380 -0.0897
H -1.5001 0.9502 -0.8060
H -1.4442 0.8668 0.9539
H -1.4773 -0.6462 0.0008
```

Properties
**Frontier orbital gap**: 10.95 eV



Entry C
# C2H4ClN

A 2-piece molecular cluster, C2H4ClN overall (the ωB97M-V functional and the def2-TZVPD basis, OMol25).

Structure (XYZ):
```
8
C2H4ClN | OMol25 | the ωB97M-V functional and the def2-TZVPD basis
C 0.2539 0.7153 -0.2233
C 0.4286 -0.7790 0.2091
N -0.3724 -0.3256 -0.9033
Cl -2.5018 -0.0876 0.2619
H -0.3255 1.5178 0.3138
H 0.9945 1.3024 -0.7852
H 1.3976 -1.3777 -0.1123
H 0.1251 -0.9654 1.2392
```

Properties
**Frontier orbital gap (alpha / beta)**: 7.96 / 7.96 eV



Most stable = entry B